Entry 1:
DFT (the ωB97M-V functional and the def2-TZVPD basis) results for a 6-piece molecular cluster, H12O6 overall.

The calculation puts the HOMO energy at -11.6 eV. The calculated total energy comes out at -12478.453 eV. The value obtained for the LUMO energy is -0.1 eV. The frontier orbital gap comes out at 11.450 eV. Its net charge is 0. For the largest force on an atom, the calculation gives 4.1 eV/A. The energy above the lowest of the compared OMol25 structures with the same formula, charge and spin is 2.661 eV.

Geometry (Å):
O  0.0717  -1.3815  1.9894
O  3.2170  0.6909  1.1868
O  -0.5000  0.7228  -1.2149
O  2.1478  0.3354  -2.3458
O  -3.5339  1.2983  3.0693
O  -1.1245  -2.3001  -2.3309
H  -1.9135  -1.8667  -2.6274
H  -0.0467  1.4191  -1.6104
H  -0.9000  -1.9551  -1.4303
H  3.3747  1.2248  0.4062
H  0.3587  -1.9320  1.2683
H  2.2924  1.0140  1.3830
H  -4.1944  1.9203  3.1256
H  1.4344  0.9585  -2.1556
H  -3.4710  1.1918  2.0972
H  -0.0016  -0.1234  -1.3200
H  2.0975  -0.4101  -1.8010
H  0.6913  -0.8069  2.3106

---

Entry 2:
DFT (the ωB97M-V functional and the def2-TZVPD basis) results for a 6-piece molecular cluster, H12O6 overall.

The calculation puts the HOMO energy at -11.0 eV. The calculated total energy comes out at -12480.131 eV. The value obtained for the LUMO energy is 0.0 eV. The frontier orbital gap comes out at 11.015 eV. Its net charge is 0. For the largest force on an atom, the calculation gives 0.4 eV/A. The energy above the lowest of the compared OMol25 structures with the same formula, charge and spin is 0.983 eV.

Geometry (Å):
O  8.6777  -26.1752  4.4633
O  14.1646  -28.5948  5.0815
O  10.7352  -29.2921  4.0404
O  7.8243  -29.0882  4.6120
O  11.0006  -26.8552  5.9034
O  11.9358  -31.2137  2.0493
H  11.7524  -30.6292  1.3089
H  7.2916  -29.8321  4.3105
H  10.9013  -26.3739  6.7287
H  9.7835  -29.4191  3.9200
H  11.6657  -30.7080  2.8263
H  8.1994  -29.3717  5.4557
H  13.3124  -28.5627  4.6356
H  8.7802  -25.9100  3.5435
H  14.6016  -29.3727  4.7221
H  10.8361  -28.3638  4.2795
H  10.2118  -26.6214  5.3812
H  8.1894  -27.0097  4.4377